1.
51
Properties=species:S:1:pos:R:3 method="wB97M-V/def2-TZVPD" homo_lumo_gap_ev=5.73 homo_energy_ev=-6.09 lumo_energy_ev=-0.363 spin_multiplicity=1 largest_force_ev_per_a=1.3
Sr -0.824 -0.066 0.699
C 2.388 -0.971 -0.314
C 2.302 -1.232 1.185
N 0.962 -1.688 1.565
C 0.613 -3.043 1.149
C 0.008 -3.111 -0.239
C 0.058 -4.289 -0.976
C -0.521 -4.316 -2.233
C -1.118 -3.166 -2.728
C -1.141 -2.034 -1.927
C -1.814 -0.761 -2.394
N -1.227 0.451 -1.818
C -0.020 0.934 -2.502
C 1.215 0.107 -2.154
N 1.404 0.032 -0.709
N -0.605 -2.028 -0.708
H 2.165 -1.894 -0.856
H 3.414 -0.680 -0.575
H 2.493 -0.297 1.717
H 3.078 -1.960 1.460
H 0.879 -1.623 2.575
H -0.143 -3.426 1.839
H 1.473 -3.725 1.185
H 0.547 -5.166 -0.572
H -0.504 -5.221 -2.827
H -1.562 -3.143 -3.714
H -2.859 -0.812 -2.072
H -1.808 -0.737 -3.491
H -1.924 1.187 -1.865
H 0.149 1.961 -2.176
H -0.145 0.937 -3.593
H 2.082 0.539 -2.672
H 1.093 -0.910 -2.536
H 1.686 0.952 -0.362
O -3.754 2.028 6.958
C -3.268 1.681 5.910
S -3.923 0.402 4.887
C -2.674 0.424 3.633
C -1.696 1.339 3.795
S -0.244 1.566 2.853
S -1.823 2.401 5.203
S -2.902 -0.758 2.379
I 1.308 6.694 -2.254
C 1.112 5.089 -0.945
C 0.311 5.021 0.175
N 0.483 3.794 0.687
N 1.348 3.061 -0.020
C 1.741 3.839 -1.021
H -0.354 5.750 0.604
H 0.082 3.371 1.543
H 2.461 3.496 -1.748



2.
48
Properties=species:S:1:pos:R:3 method="wB97M-V/def2-TZVPD" de_lowest_kcal_mol=21.05 s2=6.05 homo_lumo_gap_ev="8.02 / 6.10" homo_energy_ev="-11.05 / -11.35" total_charge=+1 lumo_energy_ev="-3.030 / -5.243" spin_multiplicity=5 largest_force_ev_per_a=0.7
Ir 0.098 0.073 0.266
C -2.279 -1.809 -0.093
N -0.942 -1.370 -0.525
C -0.448 -1.886 -1.658
C 0.698 -1.304 -2.147
C 1.603 -1.511 -3.222
C 2.586 -0.564 -3.091
C 2.276 0.209 -1.940
N 1.153 -0.227 -1.395
C -3.364 -1.120 -0.885
C -3.482 0.268 -0.876
C -4.462 0.891 -1.631
C -5.337 0.133 -2.399
C -5.227 -1.248 -2.411
C -4.240 -1.871 -1.659
H -2.363 -1.611 0.974
H -2.351 -2.890 -0.228
H -0.963 -2.706 -2.144
H 1.512 -2.266 -3.986
H 3.439 -0.408 -3.730
H 2.823 1.040 -1.522
H -2.801 0.876 -0.289
H -4.543 1.970 -1.620
H -6.103 0.622 -2.986
H -5.906 -1.844 -3.006
H -4.158 -2.952 -1.668
C 0.923 -1.974 2.334
O 1.462 -1.065 1.401
H 1.727 -2.581 2.756
H 0.210 -2.653 1.850
H 0.406 -1.472 3.163
C 3.450 4.001 2.498
N 2.379 3.420 1.712
C 1.326 4.180 1.062
C 0.469 3.075 0.462
O -0.550 3.196 -0.164
N 1.065 1.865 0.783
C 2.153 2.113 1.549
N 2.897 1.144 2.046
H 3.649 5.005 2.130
H 4.366 3.424 2.376
H 3.192 4.059 3.557
H 1.713 4.837 0.282
H 0.741 4.770 1.768
H 2.568 0.171 1.877
H 3.668 1.350 2.655
O -1.152 0.345 1.907
O -1.134 1.111 2.843